99
Properties=species:S:1:pos:R:3 method="wB97M-V/def2-TZVPD" total_charge=-1 energy_ev=-90829.267 spin_multiplicity=1 e_homo_ev=-5.00 lumo_ha=0.080 homo_lumo_gap_ev=7.18
C -3.184 0.047 -3.622
C -3.394 0.214 -2.098
B -2.066 -0.253 -1.380
O -0.959 0.590 -1.475
C -1.941 -1.626 -0.551
N -2.922 -1.564 0.550
C -3.162 -2.730 1.261
F -2.153 -3.159 2.057
F -4.180 -2.451 2.139
C -3.640 -3.944 0.393
F -4.201 -3.567 -0.745
F -4.618 -4.573 1.091
C -2.583 -5.054 0.152
F -2.355 -5.737 1.257
F -3.141 -5.926 -0.725
F -1.470 -4.614 -0.384
C -0.467 -1.674 -0.088
O -0.227 -1.077 0.992
O 0.323 -2.230 -0.860
H -2.387 -0.668 -3.833
H -4.083 -0.290 -4.127
H -2.843 0.982 -4.055
H -3.525 1.271 -1.862
H -4.254 -0.328 -1.711
H -0.392 0.314 -2.207
H -2.147 -2.405 -1.284
H -2.660 -0.810 1.174
C -0.474 3.444 -1.830
O -0.587 4.860 -1.581
C -1.702 5.409 -2.034
O -2.589 4.845 -2.617
O -1.686 6.723 -1.741
C -2.850 7.414 -2.192
H 0.475 3.120 -1.414
H -1.272 2.900 -1.343
H -0.478 3.247 -2.901
H -3.743 7.019 -1.711
H -2.942 7.348 -3.274
H -2.725 8.456 -1.907
C 1.493 2.613 -5.912
O 1.183 1.679 -4.882
C 2.255 1.201 -4.234
O 3.398 1.504 -4.463
O 1.829 0.355 -3.311
C 2.862 -0.248 -2.511
H 0.548 2.919 -6.353
H 1.995 3.488 -5.501
H 2.111 2.150 -6.679
H 3.413 0.513 -1.962
H 3.536 -0.831 -3.135
H 2.369 -0.911 -1.801
C -0.288 8.392 4.821
O 0.462 7.707 3.821
C -0.061 7.789 2.593
O -1.070 8.378 2.301
O 0.722 7.114 1.764
C 0.277 7.112 0.398
H 0.238 8.248 5.761
H -0.341 9.457 4.600
H -1.290 7.974 4.905
H 0.250 8.128 0.006
H -0.691 6.646 0.316
H 0.997 6.533 -0.169
C 8.288 -0.687 -1.027
O 7.886 -0.486 0.328
C 6.565 -0.410 0.497
O 5.736 -0.489 -0.370
O 6.317 -0.234 1.792
C 4.921 -0.138 2.110
H 9.374 -0.730 -1.028
H 7.895 -1.628 -1.408
H 7.962 0.142 -1.653
H 4.398 -1.051 1.836
H 4.471 0.717 1.609
H 4.854 0.003 3.185
C 5.073 -3.557 -0.305
O 5.072 -4.968 -0.555
C 6.266 -5.536 -0.480
O 7.307 -4.982 -0.233
O 6.125 -6.842 -0.730
C 7.343 -7.579 -0.683
H 4.046 -3.213 -0.397
H 5.428 -3.347 0.704
H 5.685 -3.039 -1.038
H 7.790 -7.522 0.309
H 8.043 -7.216 -1.433
H 7.092 -8.614 -0.901
C -9.420 -4.003 6.731
O -8.138 -3.508 6.355
C -7.577 -4.168 5.333
O -8.069 -5.099 4.752
O -6.399 -3.615 5.083
C -5.671 -4.219 4.002
H -9.762 -3.390 7.561
H -10.125 -3.912 5.906
H -9.353 -5.040 7.057
H -6.225 -4.133 3.072
H -5.457 -5.263 4.223
H -4.739 -3.680 3.906